Formula: C12H18AsF5NOS4TeW
Source: OMol25
Level of theory: ωB97M-V with the def2-TZVPD basis set

As for the total charge: -1. Its molecular weight is 801.90 g/mol. The value obtained for the highest occupied orbital energy (alpha / beta) is -4.5 / -5.2 eV. Its spin multiplicity is 3. The value obtained for the max |F| is 1.54 eV/Å.

Structure (XYZ):
```
44
C12H18AsF5NOS4TeW | OMol25 | ωB97M-V with the def2-TZVPD basis set
H -3.727 1.036 -0.347
C 0.450 3.987 -3.603
H 4.369 3.092 -3.900
W 0.932 0.379 0.553
C -2.660 1.025 -0.115
F 1.185 2.306 0.502
H -0.892 5.671 -3.693
H -1.318 3.482 -2.617
H 2.401 4.369 -4.418
H -2.857 2.705 -2.170
C 2.428 2.726 -3.038
C 1.812 3.742 -3.757
C -0.301 3.185 -2.768
C 1.665 1.938 -2.199
H 4.124 1.435 -3.327
C -1.887 0.875 -1.435
N -0.438 1.231 -1.224
C -1.969 -0.587 -1.904
H -1.617 -1.285 -1.152
Te 0.148 1.631 3.237
S 0.854 -0.891 2.975
C -2.684 1.675 -2.479
C 0.258 2.096 -2.044
S 1.323 -2.482 0.178
F -0.914 3.262 3.016
S 1.141 -1.129 -1.378
H -2.484 0.200 0.570
H -1.385 -0.748 -2.810
O -0.620 1.118 1.579
S -1.972 -2.986 1.713
H -2.407 1.951 0.394
H 2.210 1.167 -1.683
H -2.241 1.648 -3.474
H -0.802 4.740 -5.186
F -1.416 1.022 4.170
C -0.216 5.118 -4.346
C 3.911 2.484 -3.120
F 2.808 -0.020 0.422
H -3.017 -0.811 -2.109
As -0.513 -1.633 1.234
H 4.386 2.728 -2.168
F 2.241 1.397 2.414
H 0.521 5.816 -4.742
H -3.662 1.198 -2.539
```

How positive or negative is each atom? The Löwdin charges in e answer that:
1 H 0.089
2 C -0.260
3 H 0.070
4 W 1.232
5 C -0.054
6 F -0.452
7 H 0.080
8 H 0.085
9 H 0.114
10 H 0.077
11 C -0.253
12 C 0.001
13 C 0.017
14 C -0.028
15 H 0.084
16 C -0.553
17 N 0.028
18 C -0.095
19 H -0.006
20 Te 1.698
21 S 0.071
22 C -0.075
23 C -0.241
24 S 0.040
25 F -0.568
26 S 0.121
27 H 0.035
28 H 0.070
29 O -0.938
30 S -0.058
31 H 0.086
32 H 0.037
33 H 0.089
34 H 0.080
35 F -0.561
36 C -0.051
37 C -0.039
38 F -0.565
39 H 0.089
40 As -0.025
41 H 0.090
42 F -0.713
43 H 0.071
44 H 0.082